Record 1
C30H42N9O4S2SeZn | the ωB97M-V functional and the def2-TZVPD basis

Values from the calculation:
DFT total energy	-188822.2246	eV
total charge	+1
frontier orbital gap	6.682	eV
molecular weight	801.2	g mol⁻¹
E_HOMO	-0.3679	Ha

CARTESIAN COORDINATES (ANGSTROEM)
Zn  -4.0791  0.6721  -1.6140
N  -7.8055  -0.6167  -0.1282
C  -6.7319  0.0485  -0.5860
S  -5.9907  -0.5625  -2.0600
N  -6.3927  1.1136  0.1363
N  -5.2841  1.6888  -0.3571
C  -4.9276  2.8801  -0.1012
C  -3.7676  3.3810  -0.8741
C  -3.3121  4.6752  -0.7276
C  -2.2938  5.1295  -1.5513
C  -1.7505  4.2779  -2.4956
C  -2.2314  2.9844  -2.5697
N  -3.2192  2.5434  -1.7871
H  -8.2171  -1.3355  -0.6943
H  -8.3400  -0.2116  0.6228
H  -5.4806  3.5320  0.5687
H  -3.7631  5.3184  0.0184
H  -1.9313  6.1453  -1.4589
H  -0.9608  4.6007  -3.1607
H  -1.8097  2.2723  -3.2668
C  -0.9424  -4.5069  5.8292
C  -1.0908  -3.6441  4.5780
S  -0.3841  -4.5012  3.1912
O  -1.2286  -5.6297  2.8856
O  1.0220  -4.6688  3.4425
C  -0.5474  -3.3361  1.8464
C  -1.8135  -3.5982  1.0442
N  -2.0003  -2.5657  0.0098
C  -2.8155  -1.5057  0.1340
N  -2.7793  -0.7601  -0.9639
C  -1.9058  -1.3570  -1.8343
C  -1.4045  -2.4537  -1.2348
N  -0.4088  -3.3393  -1.7694
O  0.0517  -3.0355  -2.8504
O  -0.0404  -4.2708  -1.0742
C  -3.6316  -1.2008  1.3393
H  -1.3776  -3.9926  6.6842
H  0.1089  -4.7012  6.0386
H  -1.4528  -5.4623  5.7053
H  -0.5513  -2.6972  4.6582
H  -2.1387  -3.4598  4.3249
H  0.3531  -3.4746  1.2479
H  -0.5417  -2.3364  2.2802
H  -2.6909  -3.5695  1.6848
H  -1.7825  -4.5711  0.5761
H  -1.6654  -0.9647  -2.8073
H  -4.3752  -1.9777  1.5278
H  -4.1553  -0.2580  1.1895
H  -2.9964  -1.1038  2.2219
C  3.3057  -1.1401  0.8981
C  2.3971  -0.7494  2.0658
C  2.7266  0.5999  2.7085
C  2.0311  1.7846  2.0472
N  2.4162  1.9574  0.6505
C  1.6611  1.6762  -0.4462
Se  -0.1129  1.1594  -0.5085
N  2.4462  1.9060  -1.5289
C  2.0312  1.6981  -2.9183
C  1.9635  0.2241  -3.3026
C  3.3119  -0.4947  -3.2727
C  4.2894  -0.0324  -4.3539
C  3.7016  2.3687  -1.1265
C  4.8190  2.7740  -1.8416
C  5.9157  3.2014  -1.1097
C  5.8941  3.2264  0.2885
C  4.7726  2.8252  0.9969
C  3.6814  2.3956  0.2576
H  3.0460  -2.1301  0.5127
H  4.3498  -1.1750  1.2169
H  3.2322  -0.4370  0.0651
H  2.4655  -1.5300  2.8287
H  1.3620  -0.7208  1.7189
H  3.8101  0.7511  2.7046
H  2.4163  0.6074  3.7563
H  2.2704  2.7083  2.5745
H  0.9526  1.6576  2.0589
H  2.7513  2.2242  -3.5416
H  1.0623  2.1755  -3.0482
H  1.5343  0.1623  -4.3089
H  1.2643  -0.2711  -2.6260
H  3.1251  -1.5633  -3.3949
H  3.7666  -0.3777  -2.2826
H  3.8583  -0.1609  -5.3506
H  5.2151  -0.6091  -4.3146
H  4.5633  1.0193  -4.2418
H  4.8448  2.7622  -2.9244
H  6.8084  3.5211  -1.6322
H  6.7693  3.5672  0.8273
H  4.7542  2.8443  2.0791

Record 2
C22H40Cl2N4Os | the ωB97M-V functional and the def2-TZVPD basis

Values from the calculation:
multiplicity	5
DFT total energy	-56929.9314	eV
total charge	-2
frontier orbital gap (alpha / beta)	1.173 / 4.184	eV
molecular weight	621.7	g mol⁻¹
E_HOMO (alpha / beta)	0.1091 / -0.0047	Ha

CARTESIAN COORDINATES (ANGSTROEM)
Os  -0.9575  0.5147  0.2843
Cl  -1.6802  0.9629  2.3330
C  1.6009  -2.2146  -1.0662
C  -0.2359  -0.9218  -0.8242
N  0.6772  -1.7384  -0.1808
H  1.7151  -1.9070  -3.2362
N  0.1141  -0.9917  -2.1472
H  2.3883  -2.8822  -0.7881
C  0.7555  -1.6946  1.2702
C  1.6506  -2.8287  1.7881
C  1.2938  -0.3121  1.6449
H  2.6815  -2.7438  1.4190
H  1.6943  -2.7720  2.8889
H  1.2790  -3.8174  1.5058
H  -0.7406  -1.5315  2.7966
H  -1.1450  -2.7283  1.5387
H  0.6072  0.5471  1.2783
C  -0.6988  -1.7462  1.7216
H  2.2796  -0.1418  1.1889
H  1.3478  -0.2268  2.7423
H  -1.4289  -1.0266  1.1483
C  1.2516  -1.7392  -2.2787
C  0.4851  0.6258  -3.8836
H  1.1990  0.0876  -4.5159
H  0.0031  1.3834  -4.5067
C  -0.5547  -0.3274  -3.2982
H  -2.0250  1.1551  -3.6017
C  -0.9473  -1.3938  -4.3237
H  -1.6492  -2.1121  -3.8924
H  1.0079  1.1550  -3.0814
H  -1.6089  1.0029  -1.8889
H  -0.0824  -1.9288  -4.7204
H  -1.4579  -0.9217  -5.1634
C  -1.7978  0.4166  -2.8169
H  -2.6588  -0.2559  -2.6929
C  -3.9004  5.4783  2.9624
N  -2.9248  4.5358  2.7379
H  -5.2982  6.3831  1.5930
N  -3.8549  4.9573  0.8422
H  -4.1464  5.8889  3.9079
C  -2.2481  3.9334  3.9200
C  -2.2836  4.8969  5.1072
C  -3.0206  2.6789  4.3095
H  -3.2911  5.0203  5.5269
H  -1.6521  4.4699  5.9039
H  -1.8549  5.8736  4.8344
H  -0.3886  3.0575  4.4669
H  -0.2365  4.6049  3.6102
H  -2.9899  1.9867  3.4617
C  -0.7833  3.6573  3.6324
H  -4.0718  2.8988  4.5291
H  -2.5359  2.2035  5.1698
H  -0.6252  3.1262  2.6968
C  -4.4811  5.7334  1.7871
C  -5.4370  3.7479  -0.5815
H  -6.2457  3.8741  0.1481
H  -5.8790  3.7124  -1.5849
C  -4.4334  4.8990  -0.5271
H  -3.8969  4.4550  -2.5181
C  -5.1349  6.2320  -0.8368
H  -4.4640  7.0871  -0.6627
H  -4.9103  2.8050  -0.3917
H  -2.7181  3.8359  -1.3049
H  -6.0725  6.3786  -0.2761
H  -5.4108  6.2706  -1.9016
C  -3.3661  4.6720  -1.5764
H  -2.7805  5.5882  -1.7241
C  -2.9204  4.1468  1.4288
Cl  0.2448  2.3929  -0.3475

Record 3
C19H19F3N2S2 | the ωB97M-V functional and the def2-TZVPD basis

Values from the calculation:
DFT total energy	-52813.0393	eV
frontier orbital gap	7.786	eV
molecular weight	396.5	g mol⁻¹
E_HOMO	-0.3030	Ha
SMILES	CN1CCN(C(=S)S[C@H](c2cccc(F)c2)c2cc(F)cc(F)c2)CC1

CARTESIAN COORDINATES (ANGSTROEM)
C  3.1483  -1.4910  2.4507
N  1.9069  -1.8575  1.8230
C  1.9026  -1.5076  0.4348
C  0.6765  -2.0708  -0.2608
N  -0.5577  -1.8384  0.5287
C  -1.7430  -2.1978  -0.1202
S  -1.7640  -2.5155  -1.7582
S  -3.2474  -2.1131  0.7854
C  -4.2222  -3.8081  0.7243
C  -5.6825  -3.6020  1.1639
C  -6.7950  -3.8396  0.3324
C  -8.0665  -3.3567  0.6721
C  -8.3001  -2.7306  1.9020
C  -7.2136  -2.6121  2.7597
F  -7.3807  -1.9946  3.9828
C  -5.9259  -3.0366  2.4072
C  -3.3975  -4.8511  1.4784
C  -2.4189  -5.5463  0.7479
C  -1.2795  -5.9894  1.4025
F  -0.2017  -6.4316  0.6580
C  -1.1258  -5.8924  2.7859
C  -2.2062  -5.3707  3.4924
F  -2.0176  -5.0123  4.8165
C  -3.3952  -4.9697  2.8802
C  -0.5060  -2.0588  1.9762
C  0.7490  -1.4574  2.5835
H  3.9614  -1.9164  1.8517
H  3.2792  -0.3939  2.5000
H  3.1756  -1.9065  3.4633
H  1.9625  -0.4125  0.2702
H  2.8207  -1.9480  0.0093
H  0.8592  -3.1485  -0.4404
H  0.5841  -1.5773  -1.2412
H  -4.1854  -3.9711  -0.3569
H  -6.6820  -4.3669  -0.6177
H  -8.9014  -3.4241  -0.0277
H  -9.2569  -2.2845  2.1767
H  -5.0994  -2.8961  3.0987
H  -2.4667  -5.5947  -0.3410
H  -0.1768  -6.1122  3.2775
H  -4.2420  -4.6512  3.4794
H  -0.5169  -3.1373  2.2221
H  -1.3786  -1.5859  2.4489
H  0.9150  -1.8392  3.6037
H  0.6531  -0.3533  2.6580

Record 4
C15H23Cl3HfNO2P | the ωB97M-V functional and the def2-TZVPD basis

Values from the calculation:
DFT total energy	-69655.9209	eV
total charge	+2
frontier orbital gap (alpha / beta)	3.736 / 3.732	eV
molecular weight	565.2	g mol⁻¹
E_HOMO (alpha / beta)	-0.4831 / -0.4830	Ha

CARTESIAN COORDINATES (ANGSTROEM)
C  2.8261  2.2062  -1.1354
C  1.8843  2.5187  -0.1466
C  0.9871  1.5505  0.3547
C  1.0446  0.2600  -0.2101
C  1.9740  -0.0235  -1.2491
C  2.8726  0.9382  -1.7063
C  0.1737  1.9771  1.5520
C  -1.3037  2.4885  1.5425
N  -2.2295  2.2782  0.4726
Hf  0.7279  -1.7634  0.5785
C  1.9893  -1.3364  -2.0032
P  0.3539  -2.2216  -1.8434
H  1.8635  3.5099  0.3154
H  3.5322  0.6781  -2.5499
H  3.5253  2.9745  -1.4602
H  2.8150  -2.0245  -1.7402
H  2.0689  -1.1592  -3.0879
H  0.2199  1.2152  2.3397
H  0.7146  2.8595  1.9484
H  -1.7696  2.0557  2.4415
C  0.4931  -3.8185  -2.6274
C  -0.5691  -1.2239  -3.0540
H  -1.2828  3.5876  1.7266
C  -1.8583  2.4776  -0.9170
C  -3.2778  1.2935  0.6968
H  -1.0139  -2.2454  0.3125
H  -2.3388  3.3722  -1.3607
H  -0.7669  2.5545  -1.0356
H  -2.2382  1.6260  -1.5094
H  -4.2706  1.7599  0.8005
H  -3.3253  0.5975  -0.1466
H  -3.0800  0.7427  1.6206
H  -0.2397  -1.4762  -4.0763
H  -1.6444  -1.4212  -2.9571
H  -0.4313  -0.1437  -2.8993
H  0.8376  -3.7233  -3.6631
H  1.1790  -4.4458  -2.0498
H  -0.5000  -4.2836  -2.5951
H  -1.1367  -1.5584  0.6033
Cl  -0.4364  -1.6091  6.1033
C  -0.0366  -1.3672  4.4396
Cl  -1.4509  -0.7709  3.4957
Cl  1.2799  -0.1715  4.2998
C  0.4734  -2.6383  3.7103
O  0.7582  -3.6506  4.2919
O  0.6064  -2.4456  2.3775